Density functional theory data (wB97M-V/def2-TZVPD) for a structure of composition C39H44BBrN11O3STi.

Structure (XYZ):
```
101
C39H44BBrN11O3STi (wB97M-V/def2-TZVPD)
Ti -0.71 -0.90 0.55
C -0.84 3.12 -1.24
C -0.56 2.20 -0.23
N -0.95 0.98 -0.60
N -1.48 1.09 -1.84
C -1.41 2.37 -2.25
B -1.63 -0.20 -2.65
N -2.56 -1.22 -1.92
C -3.74 -1.67 -2.36
C -4.17 -2.67 -1.51
C -3.17 -2.77 -0.55
N -2.20 -1.89 -0.80
N -0.22 -0.82 -2.71
C 0.67 -0.93 -3.71
C 1.85 -1.40 -3.18
C 1.60 -1.53 -1.81
N 0.35 -1.18 -1.53
N -2.20 0.02 -4.04
C -2.20 -0.87 -5.06
C -3.10 -0.44 -6.00
C -3.63 0.74 -5.46
N -3.10 1.01 -4.28
H -0.65 4.18 -1.23
H -0.10 2.35 0.73
H -1.80 2.65 -3.21
H -4.19 -1.26 -3.25
H -5.08 -3.24 -1.58
H -3.08 -3.41 0.31
H 0.41 -0.66 -4.71
H 2.76 -1.62 -3.72
H 2.26 -1.83 -1.02
H -1.59 -1.76 -5.03
H -3.33 -0.91 -6.94
H -4.36 1.41 -5.87
O -2.86 -0.24 1.10
C -3.02 0.93 1.92
C -1.59 1.18 2.49
O -1.40 2.03 3.32
O -0.66 0.43 1.98
C -3.98 0.62 3.07
C -5.06 1.44 3.39
C -5.89 1.11 4.45
C -5.66 -0.03 5.21
C -4.58 -0.84 4.89
C -3.74 -0.52 3.84
C -3.48 2.09 1.05
C -4.11 1.84 -0.16
C -4.55 2.89 -0.96
C -4.38 4.20 -0.54
C -3.76 4.46 0.67
C -3.31 3.41 1.46
H -3.56 -0.89 1.27
H -5.26 2.33 2.81
H -6.73 1.76 4.69
H -6.31 -0.27 6.03
H -4.38 -1.73 5.48
H -2.90 -1.16 3.61
H -4.23 0.82 -0.51
H -5.01 2.67 -1.91
H -4.73 5.02 -1.16
H -3.61 5.48 1.01
H -2.81 3.61 2.40
C 2.48 0.40 2.50
C 2.95 -0.99 2.21
C 4.17 -1.45 2.66
C 4.57 -2.76 2.42
C 3.74 -3.65 1.73
C 2.51 -3.25 1.25
C 1.61 -4.20 0.54
C 2.10 -1.88 1.47
N 0.96 -1.44 0.99
H 3.23 0.95 3.07
H 1.54 0.38 3.06
H 2.27 0.94 1.57
H 4.81 -0.79 3.22
H 5.53 -3.11 2.79
H 4.06 -4.67 1.57
H 2.10 -5.16 0.40
H 1.29 -3.82 -0.43
H 0.69 -4.35 1.12
Br -1.33 -2.80 2.18
C 7.00 2.58 1.10
C 6.35 1.29 0.61
N 4.91 1.47 0.48
C 4.15 1.12 -0.59
S 2.76 1.96 -0.97
N 4.58 0.08 -1.35
C 5.20 -1.14 -0.86
C 6.32 -1.61 -1.77
H 8.07 2.44 1.22
H 6.58 2.88 2.06
H 6.83 3.39 0.39
H 6.58 0.48 1.31
H 6.76 1.01 -0.36
H 4.52 2.26 0.98
H 3.96 -0.05 -2.14
H 4.44 -1.92 -0.77
H 5.57 -0.98 0.15
H 5.96 -1.77 -2.79
H 6.73 -2.56 -1.41
H 7.13 -0.88 -1.81
```

Output
* spin multiplicity: 2
* energy above the lowest of the compared OMol25 structures with the same formula, charge and spin: 26.4 kJ/mol
* DFT total energy: -168367.610 eV
* LUMO (alpha / beta): -0.4 / -2.0 eV

Density functional theory data (wB97M-V/def2-TZVPD) for a structure of composition C31H27N6O2S3Sr.

Structure (XYZ):
```
70
C31H27N6O2S3Sr (wB97M-V/def2-TZVPD)
Sr 0.12 -1.12 -0.48
N 3.04 1.77 -3.27
C 2.43 0.94 -2.37
S 1.25 -0.13 -3.00
N 2.90 1.10 -1.14
N 2.31 0.35 -0.18
C 2.77 0.55 1.01
C 3.88 1.49 1.30
C 5.17 1.27 0.83
C 6.20 2.15 1.15
C 5.95 3.27 1.94
C 4.66 3.50 2.40
C 3.64 2.61 2.09
C 2.16 -0.17 2.14
C 2.86 -0.36 3.33
C 2.26 -1.05 4.37
C 0.97 -1.52 4.21
C 0.34 -1.28 3.00
N 0.91 -0.63 1.99
H 2.95 1.53 -4.24
H 3.88 2.23 -2.96
H 5.36 0.41 0.20
H 7.20 1.96 0.78
H 6.75 3.95 2.18
H 4.45 4.37 3.01
H 2.63 2.79 2.46
H 3.87 0.01 3.42
H 2.81 -1.23 5.29
H 0.46 -2.06 4.99
H -0.67 -1.63 2.83
C -6.24 1.25 -5.01
C -5.41 0.91 -3.80
C -6.02 0.66 -2.57
C -5.27 0.33 -1.45
C -3.89 0.25 -1.56
C -3.26 0.51 -2.78
C -4.02 0.84 -3.88
S -2.90 -0.15 -0.15
O -3.75 0.01 1.01
O -2.38 -1.51 -0.38
N -1.63 0.74 -0.21
C -1.53 2.07 0.14
C -2.63 2.92 0.37
C -2.39 4.24 0.67
C -1.08 4.71 0.74
C -0.07 3.80 0.50
N -0.27 2.52 0.21
H -7.16 1.76 -4.73
H -6.51 0.34 -5.56
H -5.68 1.89 -5.70
H -7.10 0.73 -2.49
H -5.73 0.16 -0.49
H -2.18 0.48 -2.84
H -3.53 1.05 -4.83
H -3.63 2.52 0.32
H -3.23 4.91 0.85
H -0.86 5.75 0.96
H 0.97 4.11 0.53
S 1.94 -3.41 0.15
C 1.02 -4.90 0.29
C 1.64 -6.14 0.12
C 0.93 -7.33 0.23
C -0.43 -7.32 0.52
C -1.07 -6.10 0.70
C -0.36 -4.91 0.59
H 2.69 -6.16 -0.11
H 1.44 -8.27 0.09
H -0.99 -8.25 0.60
H -2.13 -6.07 0.92
H -0.87 -3.97 0.75
```

Output
* charge: -1
* spin multiplicity: 1
* energy above the lowest of the compared OMol25 structures with the same formula, charge and spin: 6.2 kJ/mol
* DFT total energy: -78968.256 eV
* LUMO: 2.4 eV

Density functional theory data (wB97M-V/def2-TZVPD) for a structure of composition C11H14BF3IrN6O3S.

Structure (XYZ):
```
40
C11H14BF3IrN6O3S (wB97M-V/def2-TZVPD)
H 1.95 -1.15 3.02
N 0.33 -1.40 1.57
B -0.93 -2.57 -0.44
N -0.04 -2.53 0.82
C 0.30 -3.60 1.56
Ir -0.36 0.37 1.83
H -0.09 -4.57 1.32
C 1.14 -3.20 2.58
H 1.53 -3.84 3.35
C 1.31 -1.83 2.47
H -1.45 -3.63 -0.59
C 1.31 3.95 -2.60
H 1.16 4.76 -1.88
H 0.69 3.11 -2.29
H 1.02 4.26 -3.61
N -0.09 -2.29 -1.78
N -1.95 -1.46 -0.15
N 0.63 -1.16 -1.72
N -1.70 -0.24 0.50
C 0.08 -2.85 -3.03
C -3.27 -1.56 -0.34
H -0.38 -3.79 -3.33
H -3.73 -2.48 -0.64
C 0.96 -1.99 -3.73
C -3.86 -0.34 -0.04
C 1.24 -0.92 -2.86
C -2.84 0.53 0.32
H 1.36 -2.08 -4.72
H -4.90 -0.11 -0.04
H 1.84 -0.01 -2.96
H -2.84 1.59 0.52
H 2.31 3.64 -2.59
F 2.04 4.87 3.46
C 1.00 4.13 2.99
F 0.34 3.61 4.05
F 0.17 4.94 2.30
S 1.47 2.70 1.84
O 2.14 3.31 0.71
O 2.08 1.62 2.61
O 0.03 2.24 1.50
```

Output
* charge: +2
* spin multiplicity: 6
* energy above the lowest of the compared OMol25 structures with the same formula, charge and spin: 104.4 kJ/mol
* DFT total energy: -49196.941 eV
* LUMO (alpha / beta): -7.2 / -10.7 eV

Density functional theory data (wB97M-V/def2-TZVPD) for a cluster of 9 separate species, C39H102N8O15 in total.

Structure (XYZ):
```
164
C39H102N8O15 (wB97M-V/def2-TZVPD)
C -0.14 -2.81 2.67
O 0.66 -3.87 3.19
C 0.23 -4.33 4.44
C 1.15 -5.48 4.84
N 0.64 -6.73 4.21
C 1.63 -7.80 4.26
C 1.21 -9.06 3.50
O 0.86 -8.73 2.17
C 0.55 -9.87 1.41
H -1.23 -2.89 2.73
H 0.14 -2.67 1.63
H 0.18 -1.92 3.22
H -0.83 -4.57 4.49
H 0.41 -3.53 5.18
H 1.10 -5.64 5.92
H 2.19 -5.34 4.53
H 0.68 -6.48 3.22
H 1.84 -7.97 5.31
H 2.58 -7.49 3.80
H 0.39 -9.59 3.99
H 2.05 -9.77 3.50
H 0.27 -9.53 0.41
H -0.32 -10.42 1.77
H 1.41 -10.54 1.34
C -0.78 -2.40 -3.22
O -0.39 -3.14 -4.34
C 0.12 -2.39 -5.41
C 0.50 -3.36 -6.54
N 1.15 -2.77 -7.72
C 1.66 -3.84 -8.56
C 2.01 -3.36 -9.96
O 0.83 -3.01 -10.69
C 0.14 -4.08 -11.28
H -1.57 -1.67 -3.47
H 0.03 -1.83 -2.76
H -1.17 -3.06 -2.45
H 1.09 -1.99 -5.07
H -0.48 -1.55 -5.77
H -0.49 -3.70 -6.88
H 1.11 -4.15 -6.11
H 0.39 -2.36 -8.26
H 0.90 -4.63 -8.67
H 2.53 -4.31 -8.11
H 2.49 -4.17 -10.52
H 2.68 -2.51 -9.94
H 0.67 -4.58 -12.09
H -0.80 -3.70 -11.68
H -0.18 -4.84 -10.55
C 2.09 -0.88 -0.74
O 3.30 -0.64 -1.46
C 3.14 -0.90 -2.84
C 4.21 -0.27 -3.72
N 4.42 1.16 -3.54
C 5.40 1.67 -4.50
C 6.01 2.98 -4.03
O 6.58 2.74 -2.77
C 7.38 3.80 -2.30
H 1.80 -1.93 -0.84
H 1.36 -0.13 -1.04
H 2.29 -0.74 0.32
H 2.17 -0.54 -3.18
H 3.24 -1.99 -2.90
H 3.87 -0.34 -4.76
H 5.15 -0.82 -3.61
H 4.77 1.29 -2.60
H 5.00 1.76 -5.51
H 6.25 0.99 -4.65
H 5.21 3.72 -3.92
H 6.71 3.28 -4.81
H 7.51 3.69 -1.22
H 6.87 4.74 -2.51
H 8.42 3.79 -2.65
C -2.95 3.26 9.83
O -1.93 2.96 8.90
C -0.87 2.20 9.50
C 0.22 2.10 8.46
N -0.23 1.50 7.21
C 0.57 1.97 6.08
C 0.17 1.19 4.83
O -1.11 1.57 4.36
C -1.32 1.28 3.00
H -3.50 4.14 9.49
H -2.50 3.61 10.77
H -3.65 2.46 10.07
H -1.29 1.22 9.76
H -0.47 2.62 10.43
H 1.09 1.58 8.87
H 0.57 3.12 8.28
H -1.20 1.79 7.13
H 1.61 1.72 6.30
H 0.44 3.03 5.84
H 0.09 0.11 5.01
H 0.96 1.37 4.08
H -2.37 1.51 2.82
H -1.09 0.24 2.75
H -0.74 1.93 2.33
C 3.00 8.98 2.50
O 3.19 7.85 1.67
C 4.47 7.92 1.08
C 4.80 6.59 0.43
N 3.77 6.16 -0.50
C 3.96 4.78 -0.91
C 2.66 4.15 -1.39
O 1.85 3.82 -0.29
C 0.71 3.07 -0.64
H 3.56 8.89 3.44
H 1.96 9.10 2.80
H 3.40 9.92 2.10
H 5.28 8.15 1.79
H 4.48 8.71 0.32
H 4.87 5.91 1.29
H 5.79 6.62 -0.03
H 2.89 6.27 0.00
H 4.34 4.09 -0.14
H 4.74 4.72 -1.67
H 2.76 3.32 -2.10
H 2.12 4.89 -1.99
H 0.12 3.65 -1.36
H 0.10 2.86 0.23
H 1.03 2.14 -1.11
C -4.33 -2.14 2.66
O -4.83 -1.49 1.53
C -5.33 -0.20 1.87
C -5.84 0.50 0.62
N -6.94 -0.20 0.01
C -7.62 0.43 -1.10
C -6.69 0.94 -2.19
O -6.22 2.26 -2.01
C -5.40 2.77 -3.04
H -3.38 -1.77 3.07
H -4.22 -3.21 2.53
H -4.95 -2.04 3.56
H -4.49 0.44 2.19
H -6.09 -0.24 2.65
H -4.96 0.56 -0.05
H -6.04 1.55 0.83
H -6.80 -1.18 -0.16
H -8.26 1.27 -0.79
H -8.26 -0.29 -1.61
H -7.17 0.88 -3.18
H -5.88 0.21 -2.36
H -5.04 3.74 -2.73
H -5.88 2.87 -4.02
H -4.54 2.10 -3.22
N -4.86 3.75 0.16
C -3.52 3.90 0.14
N -3.04 5.03 0.71
O -2.78 3.05 -0.37
H -5.46 4.45 0.56
H -5.17 2.98 -0.42
H -3.72 5.67 1.06
H -2.08 5.34 0.68
C -3.33 -3.72 -0.11
O -1.91 -3.62 0.01
H -3.58 -4.08 -1.11
H -3.79 -4.40 0.62
H -3.80 -2.75 -0.01
H -1.52 -4.49 0.12
C -2.10 0.03 -0.06
O -1.07 -0.95 -0.15
H -2.69 -0.04 -0.98
H -2.81 -0.13 0.76
H -1.65 1.01 0.03
H -1.55 -1.80 -0.23
```

Output
* spin multiplicity: 1
* DFT total energy: -84721.604 eV
* SMILES: COCCNCCOC.COCCNCCOC.COCCNCCOC.COCCNCCOC.COCCNCCOC.COCCNCCOC.NC(N)=O.CO.CO
* LUMO: 0.6 eV

Density functional theory data (wB97M-V/def2-TZVPD) for a cluster of 2 separate species, C4H12NO2 in total.

Structure (XYZ):
```
19
C4H12NO2 (wB97M-V/def2-TZVPD)
C -1.56 -2.02 -0.02
O -1.06 -1.59 1.15
C -0.73 -1.66 -1.29
C -0.28 -0.18 -1.44
C 0.80 0.47 -0.52
N 1.24 -0.16 0.72
H -1.68 -3.15 -0.06
H -2.59 -1.62 -0.28
H 0.13 -2.33 -1.37
H -1.32 -1.81 -2.20
H -0.14 0.03 -2.49
H -1.20 0.33 -1.08
H 0.48 1.49 -0.33
H 1.75 0.47 -1.05
H 1.27 -1.17 0.61
H 0.52 -0.12 1.45
H 1.11 5.06 2.68
H 1.85 3.73 2.43
O 1.40 4.25 3.10
```

Output
* charge: -1
* spin multiplicity: 1
* energy above the lowest of the compared OMol25 structures with the same formula, charge and spin: 141.7 kJ/mol
* DFT total energy: -9926.755 eV
* LUMO: 3.2 eV

Density functional theory data (wB97M-V/def2-TZVPD) for a structure of composition C9H17F6I2IrNO4PS2.

Structure (XYZ):
```
43
C9H17F6I2IrNO4PS2 (wB97M-V/def2-TZVPD)
Ir -0.30 -0.28 0.61
F 1.04 1.84 2.75
C 2.33 1.43 2.72
F 3.11 2.33 3.20
F 2.40 0.28 3.38
S 2.68 1.08 0.93
O 1.71 -0.09 0.67
O 4.02 0.71 0.73
N 2.19 2.35 0.21
S 0.89 2.58 -0.59
O -0.10 1.39 -0.38
O 0.29 3.84 -0.43
C 1.40 2.28 -2.36
F 0.36 2.49 -3.14
F 2.40 3.05 -2.65
F 1.76 0.99 -2.41
I -2.92 0.11 0.26
C -3.11 0.01 2.38
I -1.19 -0.59 3.06
H -3.85 -0.73 2.67
H -3.34 1.00 2.78
C -1.92 -3.72 -0.47
C -0.58 -3.79 0.27
P 0.56 -2.41 0.01
C 2.11 -2.81 0.88
C 2.42 -4.32 0.98
C 0.92 -2.28 -1.77
C 1.73 -3.48 -2.29
H -2.54 -4.55 -0.17
H -1.79 -3.80 -1.55
H -2.47 -2.80 -0.25
H -0.01 -4.67 -0.02
H -0.75 -3.85 1.35
H 2.03 -2.40 1.89
H 2.90 -2.25 0.38
H 1.69 -4.86 1.59
H 3.39 -4.41 1.47
H 2.52 -4.80 0.01
H 1.46 -1.34 -1.93
H -0.05 -2.21 -2.28
H 2.75 -3.48 -1.93
H 1.78 -3.37 -3.37
H 1.25 -4.43 -2.09
```

Output
* charge: +3
* spin multiplicity: 2
* energy above the lowest of the compared OMol25 structures with the same formula, charge and spin: 80.9 kJ/mol
* DFT total energy: -85559.259 eV
* LUMO (alpha / beta): -13.7 / -14.3 eV